A molecular structure, C35H65BrN4O4P2S2Ti, computed with wB97M-V/def2-TZVPD.

## Properties
LUMO energy (alpha / beta) = 0.0036 / 0.0035 Eh
Charge = 0
Energy relative to the best compared isomer or geometry (same formula, charge and spin) = 80.9 kJ/mol
2S+1 = 3
Expectation value of S² = 2.004
Gap between HOMO and LUMO (alpha / beta) = 5.966 / 6.825 eV

```
114
Properties=species:S:1:pos:R:3:forces:R:3
Ti 0.4798 -0.3703 0.2600 -0.386 -0.827 0.278
C -1.5716 -0.3221 5.5572 0.003 0.021 -0.008
C -1.3914 -1.0635 4.2296 0.060 -0.076 0.069
C -2.6899 -0.9092 3.4358 -0.012 0.032 -0.063
P 0.0835 -0.5569 3.1850 0.094 0.078 -0.408
C 1.5866 -1.1824 4.0845 0.021 -0.005 0.045
C 2.8005 -0.3370 3.6950 0.023 -0.028 0.084
C 1.5540 -1.4162 5.5926 -0.029 0.021 0.051
C 0.0722 1.2511 3.3020 -0.011 0.109 0.090
C 0.3928 1.9164 4.4881 0.001 -0.013 0.048
C 0.4173 3.2943 4.6073 -0.034 -0.038 -0.038
C 0.7808 3.9752 5.8967 0.037 0.033 0.081
C 0.0898 4.0219 3.4645 -0.020 0.023 -0.064
C -0.2198 3.4042 2.2719 -0.025 -0.066 0.048
C -0.2295 1.9962 2.1382 0.066 -0.002 0.071
N -0.5305 1.3616 0.9467 0.019 0.188 -0.353
C -0.4606 2.1549 -0.2197 -0.243 0.456 -0.021
C 0.7598 2.7597 -0.5630 -0.050 -0.001 0.003
C 0.8810 3.5968 -1.6497 0.007 0.008 0.002
C -0.2188 3.8708 -2.4607 -0.002 -0.019 0.022
C -0.1134 4.8274 -3.6169 0.011 0.034 -0.077
C -1.4193 3.2427 -2.1571 0.032 -0.019 0.128
C -1.5790 2.3937 -1.0540 0.084 0.016 0.091
P -3.1728 1.6029 -0.5892 -0.062 0.086 0.084
C -3.9850 2.8163 0.5918 -0.021 0.008 -0.020
C -3.8801 2.3395 2.0385 -0.047 0.002 -0.020
C -3.5353 4.2680 0.4563 0.048 -0.018 -0.050
C -4.3848 1.7334 -2.0147 -0.030 -0.096 0.025
C -3.9456 0.8661 -3.1919 0.054 -0.036 -0.012
C -4.9729 3.0521 -2.5161 0.030 0.094 0.042
H -2.4175 -0.7541 6.0987 0.004 -0.015 -0.003
H -1.7990 0.7289 5.3737 -0.009 -0.005 -0.004
H -0.7026 -0.3688 6.2077 0.004 0.000 -0.024
H -1.2298 -2.1282 4.4446 0.004 -0.002 -0.013
H -2.7408 0.0770 2.9677 0.026 -0.053 0.023
H -3.5504 -1.0024 4.1023 -0.011 0.014 -0.001
H -2.8124 -1.6659 2.6605 -0.013 0.010 0.074
H 1.7254 -2.1638 3.6179 -0.019 -0.004 -0.022
H 2.7910 0.6171 4.2244 -0.007 0.013 0.002
H 2.8441 -0.1335 2.6278 -0.004 -0.007 -0.047
H 3.7142 -0.8713 3.9627 0.000 0.017 0.006
H 1.5205 -0.4794 6.1514 -0.003 -0.007 0.005
H 2.4718 -1.9303 5.8891 0.007 0.002 -0.023
H 0.7145 -2.0359 5.9124 0.002 -0.003 -0.016
H 0.6459 1.3250 5.3595 0.007 0.002 0.010
H 0.9685 3.2449 6.6848 -0.003 0.003 -0.011
H -0.0171 4.6368 6.2423 0.001 -0.008 -0.014
H 1.6825 4.5831 5.7903 -0.011 -0.008 -0.010
H 0.0823 5.1070 3.5033 0.006 -0.006 0.020
H -0.4498 4.0188 1.4136 0.010 0.009 -0.028
H 1.6132 2.5764 0.0798 0.004 -0.018 0.015
H 1.8390 4.0644 -1.8526 -0.017 0.010 -0.047
H 0.5399 5.6673 -3.3767 -0.015 -0.011 0.026
H -1.0905 5.2306 -3.8863 0.004 -0.013 -0.002
H 0.3039 4.3515 -4.5090 0.007 -0.032 -0.011
H -2.2747 3.4750 -2.7740 -0.119 -0.032 -0.060
H -5.0429 2.7596 0.3058 0.030 -0.036 0.008
H -2.8462 2.3281 2.3799 0.096 0.017 0.012
H -4.2850 1.3324 2.1473 -0.025 0.022 -0.003
H -4.4416 3.0057 2.6990 -0.001 0.000 -0.007
H -2.4793 4.3713 0.7027 0.018 -0.008 0.026
H -4.1003 4.9056 1.1415 -0.017 -0.021 -0.006
H -3.6712 4.6513 -0.5551 0.005 -0.002 -0.030
H -5.2214 1.2181 -1.5213 0.047 -0.085 -0.068
H -3.2420 1.4108 -3.8238 0.066 0.021 -0.042
H -4.8023 0.5905 -3.8122 0.017 0.031 -0.008
H -3.4478 -0.0504 -2.8672 -0.052 -0.003 0.023
H -4.2563 3.6674 -3.0576 0.079 0.027 0.025
H -5.3901 3.6498 -1.7062 0.020 0.025 -0.007
H -5.7855 2.8390 -3.2171 -0.011 -0.025 0.043
N 0.6142 -4.6894 2.4241 -0.037 -0.068 0.042
C 0.1561 -3.8696 1.3020 -0.009 0.004 -0.067
C -1.3622 -3.7234 1.2171 -0.003 -0.113 -0.011
C -1.8495 -2.8900 0.0276 -0.027 0.058 0.101
N -1.6038 -1.4497 0.2264 0.184 0.128 -0.212
C -1.1980 -3.3718 -1.2667 -0.007 -0.101 -0.009
C 0.3171 -3.5618 -1.1765 0.108 0.082 -0.026
N 1.0216 -2.2773 -1.0364 0.080 -0.024 0.120
C 0.6765 -4.4578 0.0008 -0.086 -0.083 -0.003
H 0.2307 -4.3502 3.3003 0.024 0.010 0.009
H 2.5429 -4.2097 2.2931 -0.185 -0.053 0.061
H 0.3116 -5.6524 2.3164 -0.006 -0.005 0.003
H 0.6019 -2.8810 1.4376 0.011 0.015 0.020
H -1.7553 -3.3196 2.1530 0.025 0.038 0.005
H -1.7882 -4.7292 1.1104 -0.014 0.012 0.019
H -2.9318 -3.0492 -0.0598 0.022 -0.046 -0.015
H -1.9856 -1.1405 1.1138 0.091 -0.031 0.027
H -2.1588 -0.9181 -0.4423 -0.003 0.041 -0.094
H -1.4616 -2.6939 -2.0865 0.035 0.049 0.015
H -1.6331 -4.3441 -1.5186 -0.015 0.018 -0.034
H 0.6494 -4.0646 -2.0948 -0.032 -0.011 0.018
H 1.0240 -1.7805 -1.9206 0.012 0.084 -0.016
H 2.0184 -2.4308 -0.8658 0.041 -0.004 0.088
H 1.7567 -4.6004 0.0494 0.002 0.030 -0.008
H 0.2211 -5.4449 -0.1537 0.022 0.002 0.013
C 0.1563 -1.4326 -4.5652 -0.041 -0.037 0.036
S -0.3107 -0.0318 -3.5286 0.002 -0.058 -0.152
C -0.0620 1.2314 -4.7798 0.046 0.023 -0.030
O 0.8118 0.1354 -2.5481 -0.109 0.053 0.229
H 1.1302 -1.2622 -5.0230 0.009 0.071 0.045
H -0.6115 -1.5880 -5.3241 0.011 0.033 0.014
H 0.2027 -2.3106 -3.9222 -0.010 -0.012 -0.007
H -0.5853 2.1273 -4.4619 0.020 0.053 0.033
H -0.4331 0.8935 -5.7464 -0.059 -0.027 0.042
H 1.0123 1.4146 -4.8206 -0.002 -0.007 -0.019
Br 3.6363 -3.3666 1.8804 0.243 0.032 -0.055
C 3.8926 1.1680 -1.4540 0.102 0.007 -0.071
S 3.8208 -0.1962 -0.3225 0.019 -0.047 -0.061
O 4.9111 -0.0561 0.6053 0.092 -0.059 -0.099
O 3.7902 -1.4036 -1.1311 0.055 0.047 -0.025
O 2.5134 -0.0111 0.3820 -0.300 0.171 0.036
H 4.7423 1.0022 -2.1147 0.001 -0.003 0.044
H 4.0383 2.0865 -0.8890 -0.040 -0.020 0.036
H 2.9671 1.1995 -2.0260 -0.016 -0.038 0.019
```
Forces are in eV/Å.